{"formula": "C4H6N2O", "method": "ωB97M-V/def2-TZVPD", "elements": ["C", "C", "C", "N", "C", "O", "N", "H", "H", "H", "H", "H", "H"], "coordinates": [[2.009, 0.488, 0.091], [0.599, 0.021, -0.036], [0.113, -1.238, -0.020], [-1.309, -1.152, -0.085], [-1.497, 0.219, -0.231], [-2.757, 0.620, -0.407], [-0.444, 0.958, -0.146], [2.244, 0.686, 1.143], [2.157, 1.418, -0.464], [2.705, -0.270, -0.277], [0.621, -2.195, -0.015], [-1.712, -1.140, 0.866], [-2.730, 1.585, -0.418]], "nbo_charge": [-0.64, 0.14, -0.14, -0.60, 0.65, -0.65, -0.54, 0.22, 0.23, 0.22, 0.22, 0.40, 0.50], "orbital_gap_ha": 0.3437, "e_above_lowest_kcal_mol": 25.8, "smiles": "Cc1c[nH]c(O)n1", "total_energy_ev": -9272.3812, "e_lumo_ev": 0.8}

***

{"formula": "C4H6N2O", "method": "ωB97M-V/def2-TZVPD", "elements": ["C", "C", "N", "C", "C", "O", "N", "H", "H", "H", "H", "H", "H"], "coordinates": [[2.104, -0.224, 0.155], [0.734, 0.098, -0.351], [0.122, -0.458, -1.365], [-1.228, -0.279, -1.141], [-1.416, 0.362, 0.050], [-2.495, 0.639, 0.833], [-0.167, 0.651, 0.522], [2.418, -1.153, -0.322], [2.006, -0.416, 1.231], [2.886, 0.524, 0.012], [-1.968, -0.689, -1.814], [-3.033, -0.163, 0.857], [0.031, 1.163, 1.368]], "nbo_charge": [-0.65, 0.33, -0.45, -0.19, 0.38, -0.68, -0.55, 0.24, 0.21, 0.22, 0.21, 0.49, 0.42], "orbital_gap_ha": 0.3247, "e_above_lowest_kcal_mol": 20.1, "smiles": "Cc1ncc(O)[nH]1", "total_energy_ev": -9272.6292, "e_lumo_ev": 0.7}

***

{"formula": "C4H6N2O", "method": "ωB97M-V/def2-TZVPD", "elements": ["C", "N", "C", "C", "N", "O", "C", "H", "H", "H", "H", "H", "H"], "coordinates": [[-1.655, -0.423, 0.115], [-0.870, 0.772, -0.230], [0.414, 0.403, -0.128], [1.794, 1.040, 0.000], [2.750, 0.185, 0.067], [2.136, -1.034, 0.000], [0.714, -0.933, -0.212], [-1.790, -1.084, -0.669], [-2.695, -0.036, -0.104], [-1.949, -0.744, 1.201], [-1.056, 1.678, 0.385], [2.109, 1.997, -0.168], [0.098, -1.820, -0.257]], "nbo_charge": [-0.48, -0.59, 0.05, -0.06, -0.07, -0.31, -0.01, 0.22, 0.21, 0.23, 0.38, 0.21, 0.23], "orbital_gap_ha": 0.3399, "e_above_lowest_kcal_mol": 110.7, "smiles": "CNc1cnoc1", "total_energy_ev": -9268.6993, "e_lumo_ev": 0.8}

***

{"formula": "C4H6N2O", "method": "ωB97M-V/def2-TZVPD", "elements": ["C", "C", "N", "C", "C", "O", "N", "H", "H", "H", "H", "H", "H"], "coordinates": [[-0.596, 1.864, 0.943], [-0.434, 0.567, 0.224], [-1.000, 0.247, -0.907], [-0.430, -0.949, -1.296], [0.526, -1.312, -0.398], [1.513, -2.238, -0.429], [0.495, -0.375, 0.603], [-0.932, 2.601, 0.210], [0.363, 2.203, 1.352], [-1.328, 1.822, 1.756], [-0.696, -1.454, -2.215], [1.586, -2.521, -1.350], [0.934, -0.456, 1.508]], "nbo_charge": [-0.65, 0.34, -0.45, -0.20, 0.39, -0.67, -0.56, 0.25, 0.22, 0.22, 0.20, 0.49, 0.42], "orbital_gap_ha": 0.3218, "e_above_lowest_kcal_mol": 16.3, "smiles": "Cc1ncc(O)[nH]1", "total_energy_ev": -9272.7959, "e_lumo_ev": 0.7}